Entry 1:
C22H18BIrN6O6S6 as an isolated structure. Source: the OMol25 dataset; level of theory: ωB97M-V with the def2-TZVPD basis set.

Properties
* total charge: -2
* HOMO-LUMO gap: 5.8 eV
* E_HOMO: -1.558 eV
* ΔE to the lowest compared entry with this formula, charge and spin: 224.5 kJ/mol
* energy: -4147.62904 Ha

Cartesian coordinates (Å):
Ir (0.1553, 0.5765, 0.7218)
O (-0.2197, 0.2718, 4.6309)
S (0.4842, 1.4006, 4.0672)
O (0.3601, 2.6354, 4.8071)
O (0.2373, 1.6250, 2.6300)
C (2.2119, 0.9254, 4.2569)
C (2.8584, 1.5089, 5.3400)
C (4.1565, 1.1574, 5.6763)
C (4.8275, 0.2071, 4.9272)
C (4.1963, -0.3747, 3.8390)
C (2.8964, -0.0238, 3.4952)
S (2.2848, -0.7740, 1.9843)
O (0.8805, -1.1753, 2.1735)
O (3.2162, -1.8201, 1.6775)
O (2.2804, 0.3560, 1.0151)
H (2.3166, 2.2494, 5.9108)
H (4.6383, 1.6305, 6.5236)
H (5.8421, -0.0782, 5.1770)
H (4.7019, -1.1086, 3.2281)
S (0.0404, 2.4437, -0.5941)
C (-0.5402, 2.0190, -2.2049)
C (-1.6125, 2.8013, -2.6440)
C (-2.0991, 2.7343, -3.9393)
C (-3.1878, 3.5793, -4.3384)
N (-4.0546, 4.2637, -4.6617)
C (-1.5106, 1.8332, -4.8372)
C (-0.4642, 1.0352, -4.4044)
C (0.0431, 1.1054, -3.1082)
S (0.5151, -0.7949, -1.0349)
C (-1.9685, 1.7273, -6.1930)
N (-2.3267, 1.6312, -7.2826)
H (-2.0724, 3.4795, -1.9386)
H (-0.0046, 0.3495, -5.1003)
C (-3.4502, -0.4402, 3.4411)
N (-3.1049, -1.2393, 2.2804)
C (-3.2371, -2.6072, 2.1973)
C (-2.8601, -2.9583, 0.9450)
N (-2.5137, -1.8200, 0.2680)
B (-2.3254, -1.6893, -1.2851)
N (-0.8562, -1.4876, -1.7494)
C (-0.5811, -2.0040, -2.9887)
C (0.4653, -1.7687, -3.8042)
N (1.4753, -0.8034, -3.6454)
C (2.8231, -1.3302, -3.7931)
C (1.2680, 0.2881, -2.7848)
S (2.6576, 1.2450, -2.3771)
C (-2.6103, -0.7846, 1.1092)
S (-2.1638, 0.8405, 0.6887)
H (-4.4576, -0.7079, 3.7645)
H (-3.4201, 0.6061, 3.1490)
H (-2.7292, -0.5947, 4.2305)
H (-3.5765, -3.1938, 3.0319)
H (-2.8318, -3.9201, 0.4659)
H (-2.6908, -2.7634, -1.7338)
H (-3.0479, -0.7902, -1.6528)
H (-1.3318, -2.7005, -3.3435)
H (0.5393, -2.3506, -4.7155)
H (2.7734, -2.1441, -4.5194)
H (3.2028, -1.7250, -2.8447)
H (3.5013, -0.5538, -4.1343)

natural (NBO) population analysis, charges in e, atoms 1 to 6: 0.721, -0.994, 2.432, -0.994, -1.017, -0.207

***

Entry 2:
A 9-piece molecular cluster, C27H48F2O27 overall in a non-equilibrium geometry. Source: the OMol25 dataset; level of theory: ωB97M-V with the def2-TZVPD basis set.

Properties
* HOMO-LUMO gap: 10.5 eV
* E_HOMO: -10.173 eV
* SMILES: O=C1OC[C@@H](F)O1.O=C1OC[C@@H](F)O1.COC(=O)OC.COC(=O)OC.COC(=O)OC.COC(=O)OC.COC(=O)OC.COC(=O)OC.COC(=O)OC
* ΔE to the lowest compared entry with this formula, charge and spin: 314.4 kJ/mol
* energy: -3288.70056 Ha

Cartesian coordinates (Å):
C (-1.2543, -0.2943, -0.9696)
C (-0.8420, -0.3121, 0.5331)
O (0.4286, 0.2015, 0.5752)
C (0.7540, 0.7538, -0.6317)
O (1.8314, 1.2807, -0.9434)
O (-0.1995, 0.4150, -1.5828)
F (-0.8240, -1.6307, 0.7649)
H (-2.1380, 0.1845, -1.3915)
H (-1.4658, -1.3199, -1.2722)
H (-1.5431, 0.1604, 1.2211)
C (-7.1097, 1.0482, 2.0918)
C (-6.3446, 2.3612, 2.3912)
O (-5.1800, 2.2021, 1.5968)
C (-4.9814, 0.8440, 1.3458)
O (-4.0185, 0.4053, 0.6884)
O (-5.9802, 0.1689, 1.8786)
F (-5.9921, 2.4319, 3.6796)
H (-7.6610, 1.0404, 1.1516)
H (-7.7103, 0.6771, 2.9223)
H (-6.8823, 3.2612, 2.0929)
C (0.6858, -5.5280, 6.1240)
O (0.1753, -4.4285, 5.2485)
C (0.8794, -3.3128, 5.1047)
O (1.7654, -2.9925, 5.8653)
O (0.3393, -2.5779, 4.1152)
C (0.9968, -1.4651, 3.5314)
H (1.7713, -5.4484, 6.0648)
H (0.1667, -6.4664, 5.9291)
H (0.4315, -5.2646, 7.1506)
H (1.9476, -1.6781, 3.0428)
H (1.0918, -0.5551, 4.1238)
H (0.3758, -1.2231, 2.6690)
C (5.6900, 7.5123, -1.3949)
O (5.1816, 6.5915, -0.4599)
C (4.7524, 5.4271, -0.9228)
O (4.8344, 5.0877, -2.1485)
O (4.5016, 4.6802, 0.1117)
C (4.2656, 3.2768, -0.0401)
H (5.7573, 8.5003, -0.9393)
H (4.9986, 7.6840, -2.2198)
H (6.6006, 7.0649, -1.7933)
H (3.1939, 3.2318, -0.2340)
H (4.6410, 2.6060, 0.7328)
H (4.4840, 2.8915, -1.0361)
C (7.4195, 3.7511, -5.3258)
O (6.1967, 3.4180, -4.5965)
C (5.4962, 2.2803, -4.9328)
O (5.6611, 1.5209, -5.8873)
O (4.6768, 2.1406, -3.8962)
C (3.7802, 1.0330, -3.7887)
H (8.1225, 2.9398, -5.1371)
H (7.8949, 4.6811, -5.0141)
H (7.1709, 3.8459, -6.3828)
H (2.8467, 1.2844, -3.2852)
H (4.2398, 0.1636, -3.3186)
H (3.3296, 0.7729, -4.7466)
C (-1.5959, 1.3747, 3.8929)
O (-2.2267, 2.5602, 3.6999)
C (-1.8187, 3.7697, 4.2351)
O (-0.9124, 3.8494, 5.0430)
O (-2.6543, 4.6841, 3.9921)
C (-2.2903, 6.0231, 4.3338)
H (-2.3640, 0.6202, 3.7230)
H (-1.2003, 1.3316, 4.9077)
H (-0.7735, 1.1676, 3.2083)
H (-1.3322, 6.2907, 3.8882)
H (-2.1397, 6.1507, 5.4057)
H (-3.0841, 6.6910, 3.9993)
C (-1.7058, 0.1492, -5.6923)
O (-2.1183, 1.0386, -4.6988)
C (-3.2700, 0.9224, -3.9829)
O (-4.1142, -0.0047, -4.1164)
O (-3.4806, 1.9769, -3.1379)
C (-2.3982, 2.8420, -2.7088)
H (-1.9986, 0.6152, -6.6331)
H (-2.1322, -0.8500, -5.6033)
H (-0.6280, -0.0065, -5.7389)
H (-2.6265, 3.5242, -1.8900)
H (-2.1115, 3.4300, -3.5806)
H (-1.5017, 2.3556, -2.3242)
C (-0.1787, -9.2697, 2.3884)
O (0.3014, -7.9317, 2.3394)
C (-0.5823, -6.8891, 2.5365)
O (-1.7160, -7.0541, 2.8939)
O (0.0520, -5.8021, 2.1062)
C (-0.7015, -4.6382, 1.8511)
H (-1.0579, -9.4786, 1.7791)
H (-0.4864, -9.4726, 3.4142)
H (0.5404, -10.0775, 2.2522)
H (-1.6523, -4.7674, 1.3339)
H (-0.1373, -3.8849, 1.3011)
H (-0.8731, -4.2086, 2.8380)
C (-3.1420, -4.0921, -3.7969)
O (-2.0406, -4.3643, -3.0101)
C (-1.0585, -3.4926, -2.9897)
O (-1.1550, -2.3454, -3.4599)
O (0.0092, -4.0890, -2.4239)
C (1.1553, -3.2365, -2.0644)
H (-4.0247, -4.7102, -3.9609)
H (-2.8574, -3.8266, -4.8151)
H (-3.6200, -3.1652, -3.4801)
H (1.1729, -3.1400, -0.9788)
H (1.2031, -2.1819, -2.3355)
H (2.0777, -3.7130, -2.3963)

Mulliken population analysis, charges in e, atoms 1 to 6: -0.037, 0.866, -0.235, 0.395, -0.575, -0.146

***

Entry 3:
A 12-piece molecular cluster, C24H76N4O11P overall. Source: the OMol25 dataset; level of theory: ωB97M-V with the def2-TZVPD basis set.

Properties
* total charge: +1
* HOMO-LUMO gap: 8.5 eV
* E_HOMO: -10.917 eV
* ΔE to the lowest compared entry with this formula, charge and spin: 0.0 kJ/mol
* energy: -2347.57271 Ha

Cartesian coordinates (Å):
C (-3.8562, 0.7257, -2.8357)
C (-3.3608, -0.7322, -2.8171)
C (-1.8486, -0.9303, -3.0548)
C (-1.0058, -1.2249, -1.7984)
N (-0.1488, -0.1019, -1.4230)
C (-0.8718, 1.0191, -0.8842)
C (-1.3852, 0.7693, 0.5456)
C (-2.0085, 2.0207, 1.1890)
P (-3.6284, 1.5893, 1.9462)
N (-4.5996, 0.9256, 0.9394)
N (-2.2921, 3.0700, 0.1383)
C (-1.1082, 3.4545, -0.7519)
C (-0.0775, 2.3361, -0.8354)
C (0.8849, 2.6058, -2.0011)
C (2.0869, 3.4511, -1.5778)
C (3.2825, 3.3715, -2.5178)
C (3.1112, 4.1048, -3.8532)
N (3.7366, 3.3732, -4.9522)
H (-3.0996, 1.4101, -3.2336)
H (-4.7356, 0.8460, -3.4689)
H (-4.1515, 1.0629, -1.8365)
H (-3.9143, -1.3026, -3.5638)
H (-3.6219, -1.1812, -1.8547)
H (-1.4312, -0.0455, -3.5462)
H (-1.7027, -1.7574, -3.7519)
H (-1.6912, -1.5348, -0.9947)
H (-0.3464, -2.0773, -1.9657)
H (0.5646, -0.4231, -0.7730)
H (-1.7299, 1.1761, -1.5511)
H (-2.1078, -0.0488, 0.5460)
H (-0.5326, 0.4699, 1.1594)
H (-1.3410, 2.4672, 1.9283)
H (-4.0245, 2.8474, 2.4546)
H (-3.2077, 0.8723, 3.0818)
H (-4.8739, -0.0094, 1.2381)
H (-2.6492, 3.9099, 0.5924)
H (-3.0493, 2.7064, -0.4521)
H (-1.5408, 3.6420, -1.7356)
H (-0.7082, 4.3862, -0.3542)
H (0.5120, 2.3415, 0.0904)
H (0.3394, 3.1026, -2.8116)
H (1.2051, 1.6413, -2.3979)
H (1.7808, 4.4998, -1.4724)
H (2.4170, 3.1221, -0.5870)
H (4.1403, 3.7632, -1.9691)
H (3.4933, 2.3215, -2.7423)
H (3.4947, 5.1284, -3.7432)
H (2.0491, 4.2011, -4.0977)
H (4.7405, 3.5012, -4.9708)
H (3.3869, 3.6936, -5.8455)
C (-5.5304, -3.2880, 1.1997)
O (-5.8622, -2.0717, 1.8683)
H (-4.4798, -3.2174, 0.9231)
H (-5.6718, -4.1629, 1.8347)
H (-6.1212, -3.4224, 0.2907)
H (-6.7874, -2.1095, 2.1229)
C (6.1498, 1.9041, -0.3129)
O (5.3279, 3.0049, 0.0408)
H (5.7455, 1.4158, -1.1957)
H (7.1617, 2.2296, -0.5665)
H (6.2057, 1.1693, 0.4965)
H (5.7371, 3.4149, 0.8150)
C (3.1236, 6.1259, 0.7411)
O (2.8345, 5.0521, 1.6240)
H (2.8170, 7.0523, 1.2223)
H (4.1908, 6.1939, 0.5160)
H (2.5740, 6.0293, -0.1995)
H (3.1649, 4.2440, 1.2179)
C (8.1520, 2.2725, -3.9055)
O (7.7853, 1.2195, -3.0277)
H (7.7618, 3.1919, -3.4703)
H (9.2361, 2.3715, -4.0027)
H (7.7171, 2.1482, -4.9008)
H (8.1117, 0.3900, -3.3861)
C (-0.7477, -0.7422, 5.1337)
O (-0.8891, -1.0961, 3.7563)
H (0.2795, -0.9724, 5.4064)
H (-0.9128, 0.3268, 5.2997)
H (-1.4166, -1.3061, 5.7827)
H (-1.8014, -0.9402, 3.5000)
C (-5.3436, -7.7407, 1.3215)
O (-5.9472, -6.7102, 2.0995)
H (-5.9423, -7.8472, 0.4202)
H (-4.3178, -7.4891, 1.0396)
H (-5.3470, -8.7002, 1.8431)
H (-5.4472, -6.6177, 2.9146)
C (2.1049, -2.8511, 0.0690)
O (1.3550, -1.7621, 0.6057)
H (1.6038, -3.1581, -0.8468)
H (3.1267, -2.5581, -0.1793)
H (2.1267, -3.6986, 0.7561)
H (1.7686, -1.4791, 1.4258)
C (8.1727, 4.7593, 0.8018)
O (7.7687, 3.6973, 1.6593)
H (7.7186, 5.6673, 1.1932)
H (9.2567, 4.8890, 0.7978)
H (7.8260, 4.6094, -0.2253)
H (8.1812, 2.8857, 1.3506)
C (-1.8505, -2.4880, 8.9685)
O (-2.0321, -1.2887, 8.2247)
H (-0.8613, -2.8648, 8.7177)
H (-1.8892, -2.3101, 10.0454)
H (-2.5894, -3.2492, 8.7059)
H (-2.8941, -0.9247, 8.4417)
C (-8.4466, -9.3911, 2.1075)
O (-7.9569, -10.0047, 0.9244)
H (-7.7846, -8.5536, 2.3186)
H (-9.4601, -8.9998, 1.9838)
H (-8.4321, -10.0728, 2.9625)
H (-8.5211, -10.7490, 0.7022)
C (0.8206, -3.0350, -4.5831)
O (1.8112, -2.0515, -4.3354)
H (1.3175, -3.8874, -5.0410)
H (0.3506, -3.3744, -3.6541)
H (0.0479, -2.6770, -5.2689)
H (1.3936, -1.2802, -3.9399)

Mulliken population analysis, charges in e, atoms 1 to 6: -0.897, -0.356, -0.738, 0.123, 0.323, -0.327

***

Entry 4:
A 2-piece molecular cluster, C6H18ClFO3PS overall. Source: the OMol25 dataset; level of theory: ωB97M-V with the def2-TZVPD basis set.

Properties
* total charge: -1
* HOMO-LUMO gap: 6.2 eV
* E_HOMO: -3.752 eV
* energy: -1764.70183 Ha

Cartesian coordinates (Å):
C (-0.7032, 2.2824, -1.6731)
C (0.4887, 3.0728, -1.1236)
C (0.5559, 2.9897, 0.3988)
Cl (0.7991, 4.6383, 1.1264)
P (1.9424, 1.7336, 0.9823)
F (0.7929, 0.9235, 2.0179)
H (-0.9776, 1.5069, -0.9594)
H (-1.5828, 2.9075, -1.8535)
H (-0.4641, 1.7737, -2.6103)
H (1.4173, 2.6453, -1.5217)
H (0.4522, 4.1120, -1.4542)
H (-0.3983, 2.6640, 0.8084)
H (2.2990, 2.5778, 2.0929)
H (2.9370, 0.7404, 1.3516)
H (1.4514, 0.8794, -0.1063)
H (2.8760, 2.3902, 0.0805)
O (-1.0508, -0.9923, -0.8882)
S (-1.5322, -2.3124, -0.6519)
O (-2.7575, -2.5048, 0.0622)
O (-0.3668, -3.1191, 0.0504)
C (0.3908, -2.3710, 1.0688)
C (-0.3696, -2.2235, 2.3623)
C (-1.6081, -3.2274, -2.1530)
H (0.6643, -1.4011, 0.6544)
H (1.2932, -2.9660, 1.1907)
H (-1.2381, -1.5790, 2.2394)
H (0.2906, -1.7667, 3.0993)
H (-0.7021, -3.1957, 2.7306)
H (-0.6687, -3.0998, -2.6830)
H (-2.4345, -2.8079, -2.7230)
H (-1.7965, -4.2707, -1.9157)

natural (NBO) population analysis, charges in e, atoms 1 to 6: -0.607, -0.451, -0.448, -0.167, 0.853, -0.699

***

Question: What is the formula in the third record?
Answer: C24H76N4O11P

***

Question: Number 1 is which compound?
Answer: C22H18BIrN6O6S6

***

Question: Among the records above, which one has the lowest HOMO-LUMO gap?
Answer: C22H18BIrN6O6S6